--- P ---
ORCA calculation (ωB97M-V/def2-TZVPD) on a 7-piece molecular cluster, C8H32N2O7 overall.

Output
LUMO level	0.19	eV
gap between HOMO and LUMO	9.162	eV

ORCA input file:
```
! RIJCOSX wB97M-V def2-TZVPD def2/J DEFGRID3
* xyz 0 1
C -1.202 -1.564 3.507
O -0.022 -2.203 3.937
C 1.152 -1.701 3.356
C 2.359 -2.278 4.062
C 2.394 -1.859 5.538
N 3.622 -1.810 3.443
H -1.742 -2.190 2.786
H -1.005 -0.604 3.021
H -1.827 -1.428 4.388
H 1.199 -1.973 2.287
H 1.229 -0.602 3.351
H 2.342 -3.369 4.030
H 1.469 -2.172 6.032
H 2.455 -0.778 5.665
H 3.194 -2.399 6.044
H 3.445 -1.433 2.516
H 4.008 -1.056 3.996
C -4.165 2.934 -2.930
O -3.013 2.585 -3.638
C -1.875 2.491 -2.796
C -0.615 2.598 -3.619
C 0.532 1.914 -2.903
N -0.308 4.035 -3.839
H -4.161 3.985 -2.614
H -4.308 2.297 -2.047
H -5.037 2.807 -3.572
H -1.882 3.301 -2.053
H -1.924 1.559 -2.211
H -0.788 2.112 -4.584
H 0.510 1.968 -1.804
H 1.509 2.271 -3.217
H 0.415 0.826 -3.001
H 0.605 4.111 -4.277
H -0.967 4.355 -4.545
O -0.599 -0.649 -0.510
H -0.702 -0.568 0.443
H 0.177 -0.110 -0.705
O -3.961 -1.586 0.583
H -4.544 -1.828 -0.142
H -3.179 -2.131 0.455
O 2.487 -0.165 0.712
H 2.468 -0.488 -0.205
H 3.287 0.366 0.758
O 0.199 -1.979 -3.082
H -0.562 -1.672 -2.570
H 0.169 -2.939 -3.018
O 2.547 -0.978 -1.981
H 2.894 -0.580 -2.783
H 1.726 -1.422 -2.261
*
```

--- Q ---
ORCA calculation (ωB97M-V/def2-TZVPD) on a 7-piece molecular cluster, C8H32N2O7 overall.

Output
LUMO level	0.35	eV
gap between HOMO and LUMO	9.821	eV

ORCA input file:
```
! RIJCOSX wB97M-V def2-TZVPD def2/J DEFGRID3
* xyz 0 1
C -11.063 -12.212 5.224
O -12.331 -11.868 5.797
C -12.271 -11.611 7.199
C -13.595 -10.934 7.579
C -13.694 -9.485 7.042
N -13.846 -11.073 8.971
H -10.249 -11.589 5.594
H -11.121 -12.124 4.139
H -10.793 -13.223 5.530
H -12.234 -12.606 7.643
H -11.470 -10.947 7.524
H -14.391 -11.466 7.058
H -13.595 -9.483 5.956
H -12.854 -8.843 7.308
H -14.579 -8.997 7.451
H -14.843 -11.020 9.123
H -13.462 -10.265 9.438
C -17.658 -15.490 17.430
O -19.061 -15.331 17.124
C -19.314 -14.291 16.229
C -20.881 -14.316 15.878
C -21.421 -15.366 14.916
N -21.349 -13.075 15.379
H -17.074 -15.913 16.612
H -17.621 -16.243 18.217
H -17.217 -14.536 17.718
H -19.216 -13.291 16.652
H -18.726 -14.380 15.315
H -21.392 -14.497 16.823
H -20.965 -15.320 13.927
H -22.509 -15.401 14.846
H -21.112 -16.264 15.450
H -21.220 -12.464 16.172
H -22.354 -13.168 15.410
O -15.535 -14.505 11.288
H -14.921 -13.841 10.974
H -16.241 -14.504 10.643
O -21.132 -8.011 10.725
H -21.702 -7.506 11.305
H -20.964 -8.824 11.201
O -21.957 -12.363 8.436
H -22.893 -12.513 8.301
H -21.882 -12.144 9.365
O -19.820 -11.543 11.716
H -19.010 -11.986 11.967
H -20.464 -11.837 12.360
O -18.270 -14.133 8.513
H -18.327 -14.170 7.558
H -18.996 -13.566 8.775
*
```

Which of them is the most stable? Correct choice: P.

--- P ---
ORCA calculation (ωB97M-V/def2-TZVPD) on CH4N2S2 in the gas phase.

Output
LUMO level	0.75	eV
gap between HOMO and LUMO	9.911	eV

ORCA input file:
```
! RIJCOSX wB97M-V def2-TZVPD def2/J DEFGRID3
* xyz 0 1
S 2.787 -0.652 0.131
S 1.292 0.433 0.790
N -0.022 -0.454 -0.094
C -1.292 -0.135 0.475
N -0.839 0.611 -0.653
H 2.993 0.231 -0.974
H -1.397 0.275 1.562
H -2.150 -0.812 0.210
H -1.374 0.503 -1.445
*
```

--- Q ---
ORCA calculation (ωB97M-V/def2-TZVPD) on a 2-piece molecular cluster, CH4N2S2 overall.

Output
LUMO level	-1.12	eV
gap between HOMO and LUMO	7.405	eV

ORCA input file:
```
! RIJCOSX wB97M-V def2-TZVPD def2/J DEFGRID3
* xyz 0 1
C 0.128 0.704 -0.214
H -1.428 -1.364 0.650
H -1.392 1.289 1.178
H 0.553 1.775 -0.231
H 2.482 -1.739 -0.127
N -1.256 0.748 -0.439
N 0.722 -0.434 -0.341
S -2.249 -0.661 -0.261
S 2.440 -0.319 -0.216
*
```

Which of them is the most stable? Correct choice: P.

--- P ---
ORCA calculation (ωB97M-V/def2-TZVPD) on a 2-piece molecular cluster, CH4N2S2 overall.

Output
LUMO level	0.18	eV
gap between HOMO and LUMO	8.024	eV

ORCA input file:
```
! RIJCOSX wB97M-V def2-TZVPD def2/J DEFGRID3
* xyz 0 1
N 0.969 0.629 0.815
S 0.162 1.945 -0.394
H 1.060 -0.261 0.292
H 1.952 0.735 1.072
H 0.177 0.414 1.392
N -0.265 -1.060 -0.958
C -1.285 -0.519 -0.559
S -2.687 -0.124 0.075
H -0.083 -1.758 -1.736
*
```

--- Q ---
ORCA calculation (ωB97M-V/def2-TZVPD) on a 2-piece molecular cluster, CH4N2S2 overall.

Output
LUMO level (alpha / beta)	-1.31 / -1.31	eV
gap between HOMO and LUMO (alpha / beta)	6.461 / 6.462	eV

ORCA input file:
```
! RIJCOSX wB97M-V def2-TZVPD def2/J DEFGRID3
* xyz 0 1
C 0.920 0.610 -0.696
N 1.080 0.137 0.478
N -0.820 -0.775 1.092
S 1.749 1.357 -1.836
S -1.575 -0.496 -0.194
H -0.159 0.389 -1.102
H 1.909 -0.074 1.023
H -0.596 -1.664 1.202
H -2.508 0.517 0.033
*
```

Which of them is the most stable? Correct choice: P.

--- P ---
ORCA calculation (ωB97M-V/def2-TZVPD) on CH4N2S2 in the gas phase.

Output
LUMO level	0.49	eV
gap between HOMO and LUMO	8.840	eV

ORCA input file:
```
! RIJCOSX wB97M-V def2-TZVPD def2/J DEFGRID3
* xyz 0 1
N -0.420 1.612 0.297
C 0.357 0.395 -0.051
S 1.940 0.254 -0.275
N -0.313 -0.687 -0.034
S -0.050 -2.061 -0.933
H 0.407 2.232 0.859
H -1.204 1.723 -0.112
H -1.382 -0.634 0.147
H 0.666 -2.834 0.103
*
```

--- Q ---
ORCA calculation (ωB97M-V/def2-TZVPD) on CH4N2S2 in the gas phase.

Output
LUMO level	0.76	eV
gap between HOMO and LUMO	9.133	eV

ORCA input file:
```
! RIJCOSX wB97M-V def2-TZVPD def2/J DEFGRID3
* xyz 0 1
S -2.582 -0.395 0.012
N -1.100 0.502 0.030
C -0.102 -0.248 -0.259
N 1.113 0.397 -0.160
S 2.618 -0.315 -0.056
H -3.418 0.656 -0.240
H -0.157 -1.220 -0.685
H 1.043 1.353 0.182
H 2.586 -0.731 1.178
*
```

Which of them is the most stable? Correct choice: Q.

--- P ---
ORCA calculation (ωB97M-V/def2-TZVPD) on a 2-piece molecular cluster, C7H9N3O2 overall.

Output
LUMO level	-0.06	eV
gap between HOMO and LUMO	9.188	eV

ORCA input file:
```
! RIJCOSX wB97M-V def2-TZVPD def2/J DEFGRID3
* xyz 0 1
C 1.898 0.595 0.220
C 0.464 1.025 -0.217
C -0.610 0.065 -0.171
C -1.813 0.809 -0.414
C -2.871 0.084 -0.451
C -2.822 -1.231 -0.093
C 2.413 -0.701 -0.396
H 2.594 0.399 2.123
H 1.094 -0.482 1.512
H 2.814 1.247 -0.236
H 0.537 1.808 -1.123
H -0.082 1.887 0.439
H -1.990 2.050 -0.413
H -3.968 0.394 -0.416
H -3.836 -1.591 0.389
H 1.771 -1.752 -1.697
N 1.662 0.510 1.608
N -1.688 -1.771 0.412
N -0.501 -1.112 0.536
O 2.144 -0.493 -1.731
O 2.789 -1.737 0.120
*
```

--- Q ---
ORCA calculation (ωB97M-V/def2-TZVPD) on C7H9N3O2 in the gas phase.

Output
LUMO level	-0.34	eV
gap between HOMO and LUMO	8.301	eV

ORCA input file:
```
! RIJCOSX wB97M-V def2-TZVPD def2/J DEFGRID3
* xyz 0 1
C 3.113 0.969 0.007
C 1.602 0.699 0.113
C 0.614 1.677 0.335
C -0.736 1.320 0.280
C -1.140 -0.097 0.095
N -2.511 -0.705 0.205
N -3.536 0.121 0.351
O -4.616 -0.475 0.238
O -3.409 1.314 0.491
N -0.174 -0.949 -0.156
C -0.455 -2.279 -0.373
C 1.104 -0.559 -0.116
H 3.445 1.967 0.499
H 3.719 0.177 0.460
H 3.467 1.154 -0.981
H 0.847 2.720 0.287
H -1.448 2.191 0.195
H 0.476 -2.858 -0.474
H -1.074 -2.677 0.401
H -1.143 -2.482 -1.165
H 1.856 -1.228 -0.692
*
```

Which of them is the most stable? Correct choice: Q.

--- P ---
ORCA calculation (ωB97M-V/def2-TZVPD) on C35H35Cl3N4O4RuS7 as an isolated structure.

Output
LUMO level (alpha / beta)	2.02 / 2.02	eV
expectation value of S²	0.76
gap between HOMO and LUMO (alpha / beta)	5.480 / 5.459	eV

ORCA input file:
```
! RIJCOSX wB97M-V def2-TZVPD def2/J DEFGRID3
* xyz -1 2
Ru 0.073 0.398 0.066
C 3.312 -0.727 2.711
C 1.949 -0.715 2.051
O 1.814 0.143 1.104
C 1.000 -1.592 2.521
C -0.308 -1.796 2.013
C -1.163 -2.861 2.642
N -0.787 -1.129 1.004
N -2.046 -1.533 0.559
C -2.311 -1.027 -0.597
O -1.463 -0.341 -1.308
C -3.667 -1.267 -1.164
C -4.089 -0.503 -2.247
C -5.342 -0.715 -2.810
C -6.181 -1.692 -2.293
C -5.771 -2.439 -1.194
C -4.525 -2.223 -0.626
H 4.015 -0.163 2.099
H 3.671 -1.748 2.839
H 3.249 -0.256 3.695
H 1.302 -2.217 3.351
H -0.646 -3.307 3.491
H -1.403 -3.637 1.914
H -2.111 -2.430 2.965
H -3.429 0.273 -2.616
H -5.667 -0.107 -3.646
H -7.152 -1.869 -2.741
H -6.436 -3.185 -0.775
H -4.197 -2.786 0.238
S -5.525 4.340 3.551
C -4.260 3.671 2.722
S -2.845 3.047 3.480
C -1.991 2.517 2.042
C -2.623 2.732 0.884
S -2.010 2.279 -0.653
S -4.176 3.537 1.008
S -0.422 1.793 2.218
Cl 8.394 3.419 0.920
C 6.781 4.063 0.832
C 6.544 5.218 0.106
C 5.250 5.707 0.036
C 4.194 5.067 0.674
C 2.799 5.616 0.525
C 2.249 5.349 -0.883
N 2.074 3.924 -1.112
C 2.958 3.027 -1.676
C 2.389 1.800 -1.530
N 1.177 1.931 -0.880
C 1.033 3.213 -0.627
O 2.813 7.014 0.775
C 1.634 7.480 1.439
C 1.382 6.768 2.738
C 2.250 6.769 3.786
Cl 3.758 7.589 3.854
S 1.697 5.823 5.103
C 0.270 5.404 4.255
C 0.236 5.963 3.021
C 4.468 3.918 1.407
Cl 3.200 3.066 2.214
C 5.759 3.411 1.491
H 7.360 5.724 -0.393
H 5.042 6.616 -0.516
H 2.145 5.110 1.233
H 2.928 5.758 -1.630
H 1.275 5.828 -0.982
H 3.892 3.337 -2.117
H 2.756 0.832 -1.825
H 0.193 3.657 -0.119
H 0.755 7.368 0.795
H 1.809 8.541 1.605
H -0.456 4.749 4.711
H -0.577 5.807 2.320
H 5.960 2.517 2.066
C -1.504 -2.753 -3.849
C -0.329 -2.701 -2.882
S 0.458 -1.070 -2.898
O 1.256 -1.017 -1.608
C 1.746 -1.430 -4.151
C 2.869 -2.309 -3.622
H -2.034 -3.701 -3.754
H -1.173 -2.652 -4.887
H -2.207 -1.947 -3.633
H 0.427 -3.458 -3.090
H -0.656 -2.799 -1.846
H 2.119 -0.441 -4.424
H 1.230 -1.860 -5.013
H 3.086 -2.037 -2.588
H 3.778 -2.178 -4.210
H 2.603 -3.367 -3.644
*
```

--- Q ---
ORCA calculation (ωB97M-V/def2-TZVPD) on C35H35Cl3N4O4RuS7 as an isolated structure.

Output
LUMO level (alpha / beta)	1.86 / 1.86	eV
expectation value of S²	0.76
gap between HOMO and LUMO (alpha / beta)	5.890 / 6.047	eV

ORCA input file:
```
! RIJCOSX wB97M-V def2-TZVPD def2/J DEFGRID3
* xyz -1 2
Ru 1.116 0.269 2.033
C -1.687 3.064 -1.946
C -0.735 2.177 -1.137
O -1.211 1.099 -0.715
C 0.571 2.670 -1.023
C 1.798 2.068 -0.618
C 3.018 2.690 -1.272
N 1.996 1.072 0.218
N 3.332 0.630 0.176
C 3.578 -0.334 0.987
O 2.712 -0.870 1.807
C 4.950 -0.908 1.018
C 5.911 -0.533 0.081
C 7.184 -1.073 0.134
C 7.514 -1.995 1.122
C 6.561 -2.370 2.056
C 5.283 -1.829 2.006
H -2.658 3.115 -1.448
H -1.832 2.591 -2.920
H -1.311 4.074 -2.107
H 0.722 3.607 -1.542
H 2.736 3.601 -1.796
H 3.457 1.993 -1.986
H 3.788 2.903 -0.532
H 5.638 0.187 -0.679
H 7.926 -0.775 -0.597
H 8.512 -2.415 1.162
H 6.812 -3.082 2.833
H 4.530 -2.103 2.733
S 1.860 2.309 8.959
C 1.764 1.800 7.386
S 2.441 2.659 6.055
C 1.929 1.584 4.776
C 1.228 0.497 5.169
S 0.575 -0.703 4.090
S 0.959 0.360 6.890
S 2.300 1.968 3.113
Cl 1.118 -5.673 -5.216
C 0.005 -4.719 -4.278
C -1.262 -5.212 -4.016
C -2.134 -4.437 -3.272
C -1.769 -3.186 -2.783
C -2.763 -2.402 -1.958
C -2.758 -2.796 -0.478
N -1.509 -2.520 0.187
C -0.385 -3.321 0.222
C 0.591 -2.575 0.801
N 0.079 -1.335 1.109
C -1.171 -1.330 0.723
O -4.082 -2.677 -2.428
C -4.821 -1.502 -2.724
C -4.292 -0.784 -3.931
C -4.255 -1.309 -5.187
Cl -4.838 -2.849 -5.669
S -3.547 -0.250 -6.331
C -3.290 0.940 -5.125
C -3.725 0.522 -3.907
C -0.487 -2.721 -3.070
Cl 0.033 -1.176 -2.501
C 0.405 -3.480 -3.816
H -1.557 -6.180 -4.395
H -3.137 -4.794 -3.078
H -2.534 -1.334 -2.035
H -2.997 -3.857 -0.388
H -3.545 -2.230 0.023
H -0.391 -4.328 -0.159
H 1.610 -2.822 1.038
H -1.836 -0.487 0.792
H -4.795 -0.818 -1.868
H -5.852 -1.822 -2.873
H -2.807 1.872 -5.370
H -3.621 1.103 -3.001
H 1.394 -3.101 -4.024
C -2.538 4.620 1.117
C -2.359 3.177 1.564
S -0.674 2.869 2.115
O -0.681 1.347 2.260
C -0.802 3.493 3.813
C -1.610 2.592 4.733
H -3.540 4.764 0.710
H -1.817 4.872 0.339
H -2.413 5.324 1.941
H -2.475 2.475 0.739
H -3.042 2.892 2.365
H -1.202 4.506 3.731
H 0.232 3.563 4.148
H -2.678 2.622 4.510
H -1.471 2.915 5.766
H -1.266 1.562 4.645
*
```

Which of them is the most stable? Correct choice: Q.

--- P ---
ORCA calculation (ωB97M-V/def2-TZVPD) on C3H7NS2 in the gas phase.

Output
LUMO level	0.80	eV
gap between HOMO and LUMO	9.221	eV

ORCA input file:
```
! RIJCOSX wB97M-V def2-TZVPD def2/J DEFGRID3
* xyz 0 1
C 1.161 2.190 -0.799
C 1.128 1.535 0.596
S -0.537 1.200 1.149
C -0.790 -0.310 0.371
N 0.095 -0.927 -0.269
S -0.435 -2.455 -0.928
H 0.444 3.006 -0.896
H 1.033 1.412 -1.630
H 2.170 2.549 -1.130
H 1.724 2.121 1.283
H 1.566 0.535 0.540
H -1.819 -0.631 0.465
H 0.781 -2.917 -1.285
*
```

--- Q ---
ORCA calculation (ωB97M-V/def2-TZVPD) on a 3-piece molecular cluster, C3H7NS2 overall.

Output
LUMO level	-0.93	eV
gap between HOMO and LUMO	7.723	eV

ORCA input file:
```
! RIJCOSX wB97M-V def2-TZVPD def2/J DEFGRID3
* xyz 0 1
C 0.847 -0.896 -0.193
C 0.090 -0.165 0.955
C -2.200 0.762 -0.335
H 2.028 1.746 -0.006
H 2.089 -0.463 -1.760
H 1.110 -1.879 0.364
H 0.273 -0.948 -1.178
H -0.703 -0.858 1.454
H 0.594 0.220 1.828
H -2.645 1.507 -0.909
N 2.293 0.023 -0.282
S -0.759 1.474 0.102
S -3.018 -0.525 -0.039
*
```

Which of them is the most stable? Correct choice: P.

--- P ---
ORCA calculation (ωB97M-V/def2-TZVPD) on C7H9NO2 in the gas phase.

Output
LUMO level	0.86	eV
gap between HOMO and LUMO	10.611	eV

ORCA input file:
```
! RIJCOSX wB97M-V def2-TZVPD def2/J DEFGRID3
* xyz 0 1
C 2.163 0.924 -2.336
C 1.213 0.593 -1.717
N 0.052 0.283 -0.731
C -0.752 -0.756 -0.971
O -0.842 -1.404 -1.962
C -1.680 -0.779 0.176
O -2.865 -0.246 -0.272
C -0.985 0.082 1.263
C 0.246 0.685 0.599
C 1.597 0.186 1.126
H 3.136 0.837 -2.821
H -1.719 -1.882 0.588
H -3.111 -0.485 -1.152
H -1.809 0.921 1.520
H -0.664 -0.561 2.094
H 0.225 1.711 0.773
H 1.578 -0.950 1.384
H 1.796 0.705 2.069
H 2.422 0.136 0.368
*
```

--- Q ---
ORCA calculation (ωB97M-V/def2-TZVPD) on C7H9NO2 in the gas phase.

Output
LUMO level	-0.10	eV
gap between HOMO and LUMO	8.574	eV

ORCA input file:
```
! RIJCOSX wB97M-V def2-TZVPD def2/J DEFGRID3
* xyz 0 1
C 1.031 1.328 2.871
C 0.644 0.869 1.663
C 0.456 -0.538 1.436
O 0.676 -1.388 2.320
C -0.084 -0.915 -0.003
C -0.825 -2.034 -0.023
O -0.818 -3.017 0.853
N -0.138 0.223 -0.842
C -0.046 0.161 -2.104
C -0.253 1.435 -2.879
H 1.129 2.300 3.405
H 1.077 0.453 3.561
H 0.292 1.556 0.804
H -1.650 -2.060 -0.746
H -0.273 -2.878 1.682
H -0.043 -0.888 -2.677
H 0.333 1.562 -3.853
H -0.097 2.235 -2.167
H -1.412 1.598 -3.301
*
```

Which of them is the most stable? Correct choice: Q.